--- P ---
Density functional theory data (ωB97M-V with the def2-TZVPD basis set) for a molecular structure, C36H38Cl2N5O2Si2Ti.

Properties
- E_HOMO (spin up / spin down): -0.1185 / -0.1608 Ha
- ⟨S²⟩: 2.06
- Frontier orbital gap (spin up / spin down): 5.73 / 6.01 eV
- Charge: -1
- 2S+1: 3

Geometry as XYZ:
```
86
C36H38Cl2N5O2Si2Ti ωB97M-V with the def2-TZVPD basis set
Ti -0.070 -0.151 -0.434
C 3.763 2.638 -3.315
C 2.473 3.132 -3.572
C 1.447 2.906 -2.663
C 1.639 2.159 -1.508
C 2.937 1.450 -1.295
C 4.014 1.881 -2.217
N 0.651 1.890 -0.616
C -0.309 2.820 -0.354
C -0.093 4.199 -0.239
C -1.137 5.042 0.091
C -2.422 4.542 0.294
C -2.667 3.189 0.177
C -1.619 2.313 -0.129
N -1.725 0.968 -0.327
N -2.968 0.553 -0.563
C -3.128 -0.712 -0.935
C -4.430 -1.112 -1.344
C -4.642 -2.395 -1.755
C -3.567 -3.291 -1.726
C -2.333 -2.828 -1.306
N -2.082 -1.583 -0.930
H 4.569 2.897 -3.990
H 2.287 3.707 -4.465
H 0.464 3.320 -2.845
H 3.240 1.544 -0.243
H 5.009 1.510 -2.014
H 0.905 4.591 -0.386
H -0.954 6.104 0.190
H -3.226 5.218 0.546
H -3.659 2.786 0.315
H -5.215 -0.372 -1.331
H -5.616 -2.719 -2.097
H -3.695 -4.323 -2.021
H -1.497 -3.518 -1.267
C -1.847 -1.517 4.555
Si -1.869 -0.818 2.744
C -3.172 -2.016 1.996
C -2.682 0.895 3.002
C -0.222 -0.756 1.794
C 0.223 -2.115 1.436
C 0.607 -3.129 2.329
C 1.130 -4.311 1.849
C 1.267 -4.485 0.475
C 0.814 -3.470 -0.347
N 0.289 -2.344 0.116
Si 1.159 0.106 2.782
C 2.954 -0.289 2.221
C 1.369 -0.348 4.655
C 0.842 1.993 2.836
H -2.857 -1.576 4.953
H -1.279 -0.890 5.229
H -1.424 -2.516 4.602
H -3.897 -2.332 2.740
H -2.704 -2.909 1.591
H -3.723 -1.545 1.195
H -3.689 0.786 3.392
H -2.746 1.454 2.079
H -2.126 1.500 3.710
H 0.512 -2.962 3.390
H 1.439 -5.095 2.527
H 1.706 -5.381 0.062
H 0.880 -3.560 -1.427
H 3.156 -1.355 2.290
H 3.694 0.228 2.826
H 3.103 -0.003 1.192
H 1.553 -1.409 4.798
H 0.496 -0.079 5.236
H 2.213 0.189 5.078
H 0.550 2.376 1.866
H 1.722 2.535 3.163
H 0.045 2.222 3.534
Cl 3.935 -0.573 -6.417
C 2.724 -0.478 -5.183
C 1.393 -0.394 -5.549
C 0.447 -0.316 -4.547
Cl -1.225 -0.189 -4.952
C 0.763 -0.293 -3.170
O -0.197 -0.241 -2.300
C 2.146 -0.346 -2.853
C 2.599 -0.125 -1.435
O 1.691 -0.464 -0.493
C 3.100 -0.453 -3.853
H 1.097 -0.393 -6.585
H 3.551 -0.670 -1.270
H 4.147 -0.497 -3.593
```

Atomic partial charges in e from the Mulliken method, atoms 1 to 2: -2.79 -0.46


--- Q ---
Density functional theory data (ωB97M-V with the def2-TZVPD basis set) for a molecular structure, C36H38Cl2N5O2Si2Ti.

Properties
- E_HOMO (spin up / spin down): -0.1290 / -0.1660 Ha
- ⟨S²⟩: 2.06
- Frontier orbital gap (spin up / spin down): 6.08 / 6.12 eV
- Charge: -1
- 2S+1: 3

Geometry as XYZ:
```
86
C36H38Cl2N5O2Si2Ti ωB97M-V with the def2-TZVPD basis set
Ti 0.538 0.050 0.165
C 0.901 2.191 5.377
C -0.213 2.210 4.549
C -0.303 1.337 3.477
C 0.724 0.430 3.212
C 1.842 0.419 4.047
C 1.927 1.292 5.119
N 0.601 -0.457 2.121
C 0.475 -1.792 2.396
C 0.551 -2.419 3.650
C 0.308 -3.776 3.771
C -0.059 -4.544 2.668
C -0.192 -3.946 1.429
C 0.100 -2.590 1.277
N -0.097 -1.840 0.152
N -0.875 -2.342 -0.810
C -1.832 -1.463 -1.166
C -2.658 -1.703 -2.288
C -3.698 -0.846 -2.542
C -3.929 0.239 -1.691
C -3.059 0.419 -0.632
N -2.037 -0.383 -0.362
H 0.971 2.873 6.216
H -1.025 2.898 4.750
H -1.161 1.339 2.816
H 2.643 -0.277 3.827
H 2.802 1.267 5.759
H 0.791 -1.839 4.530
H 0.390 -4.249 4.743
H -0.261 -5.601 2.791
H -0.520 -4.506 0.563
H -2.435 -2.557 -2.914
H -4.347 -1.006 -3.395
H -4.749 0.923 -1.857
H -3.188 1.256 0.050
C 5.010 0.933 -1.960
Si 3.136 0.578 -1.780
C 2.445 2.340 -1.980
C 2.757 -0.550 -3.265
C 2.753 -0.225 -0.095
C 3.153 0.790 0.894
C 4.377 0.848 1.583
C 4.640 1.916 2.416
C 3.692 2.924 2.562
C 2.505 2.792 1.865
N 2.248 1.769 1.059
Si 3.549 -1.922 0.077
C 5.361 -2.001 -0.542
C 3.784 -2.534 1.862
C 2.652 -3.242 -0.954
H 5.187 1.527 -2.861
H 5.597 0.015 -2.036
H 5.389 1.504 -1.107
H 1.985 2.490 -2.959
H 3.243 3.076 -1.866
H 1.693 2.562 -1.227
H 2.331 0.038 -4.082
H 2.038 -1.324 -3.000
H 3.665 -1.031 -3.636
H 5.109 0.065 1.439
H 5.581 1.970 2.952
H 3.869 3.777 3.201
H 1.719 3.538 1.947
H 5.970 -1.186 -0.140
H 5.430 -1.951 -1.632
H 5.824 -2.938 -0.223
H 4.425 -1.860 2.436
H 4.273 -3.512 1.853
H 2.847 -2.645 2.404
H 3.289 -3.626 -1.753
H 1.749 -2.836 -1.409
H 2.350 -4.082 -0.326
Cl -2.614 5.161 -3.893
C -1.931 4.119 -2.673
C -1.868 4.569 -1.360
C -1.321 3.723 -0.403
Cl -1.257 4.255 1.251
C -0.804 2.459 -0.694
O -0.297 1.700 0.247
C -0.866 2.034 -2.073
C -0.298 0.810 -2.454
O 0.424 0.064 -1.651
C -1.458 2.883 -3.034
H -2.230 5.548 -1.082
H -0.433 0.461 -3.477
H -1.502 2.550 -4.063
```

Atomic partial charges in e from the Mulliken method, atoms 1 to 2: -2.02 -0.68


Q: Which of them is the least stable? A: P.


--- P ---
Density functional theory data (ωB97M-V with the def2-TZVPD basis set) for 2 unconnected molecules or ions with the total composition C6H6O4.

Properties
- E_HOMO: -0.3561 Ha
- Frontier orbital gap: 10.05 eV
- Structure (SMILES): C#C[C@@]12C[C@]1(O)C(=O)O2.O

Geometry as XYZ:
```
16
C6H6O4 ωB97M-V with the def2-TZVPD basis set
C 2.281 1.020 2.823
C 2.155 0.087 2.062
C 1.994 -1.051 1.216
C 2.087 -2.492 1.593
C 0.784 -1.968 1.028
O -0.411 -1.960 1.668
C 0.954 -1.690 -0.446
O 0.576 -2.170 -1.467
O 2.156 -0.914 -0.218
H 2.347 1.769 3.594
H 2.033 -2.696 2.665
H 2.726 -3.154 1.007
H -0.592 -2.811 2.082
O 0.395 0.699 -2.134
H -0.224 1.037 -1.477
H 1.302 0.785 -1.665
```

Atomic partial charges in e from the natural (NBO) method, atoms 1 to 2: -0.17 -0.06


--- Q ---
Density functional theory data (ωB97M-V with the def2-TZVPD basis set) for a single C6H6O4 molecule.

Properties
- E_HOMO: -0.3876 Ha
- Frontier orbital gap: 10.37 eV
- Structure (SMILES): COC(=O)C#CC(=O)OC

Geometry as XYZ:
```
16
C6H6O4 ωB97M-V with the def2-TZVPD basis set
C 3.157 -1.168 2.268
O 2.040 -0.686 1.470
C 1.984 -1.054 0.191
O 2.788 -1.679 -0.479
C 0.699 -0.533 -0.480
C -0.289 0.170 -0.730
C -1.554 0.440 -1.331
O -2.131 -0.446 -2.004
O -2.065 1.638 -0.981
C -3.424 1.775 -1.298
H 4.055 -1.190 1.674
H 2.945 -2.121 2.679
H 3.133 -0.497 3.069
H -4.048 1.090 -0.621
H -3.618 1.426 -2.340
H -3.672 2.835 -1.085
```

Atomic partial charges in e from the natural (NBO) method, atoms 1 to 2: -0.25 -0.48


Q: Which of them is the least stable? A: P.


--- P ---
Density functional theory data (ωB97M-V with the def2-TZVPD basis set) for a single C10H16N2O3 molecule.

Properties
- E_HOMO: -0.3048 Ha
- Frontier orbital gap: 8.61 eV
- Structure (SMILES): COC(=O)C(=O)N1[C@@H]2CC[C@H]1CN(C)C2

Geometry as XYZ:
```
31
C10H16N2O3 ωB97M-V with the def2-TZVPD basis set
C 0.822 -1.378 4.619
O -0.269 -1.095 3.728
C 0.081 -0.555 2.516
O 1.219 -0.123 2.271
C -0.980 -0.470 1.444
O -2.039 -1.079 1.568
N -0.853 0.252 0.237
C 0.195 1.252 -0.071
C -0.726 2.318 -0.683
C -1.807 1.504 -1.467
C -1.641 0.058 -0.966
C -0.684 -0.866 -1.756
N 0.613 -0.208 -2.091
C 1.567 -1.026 -2.893
C 1.246 0.544 -0.994
H 1.616 -1.902 4.066
H 1.264 -0.453 5.008
H 0.410 -2.017 5.447
H 0.762 1.723 0.749
H -1.186 2.840 0.166
H -0.210 3.073 -1.306
H -1.570 1.522 -2.531
H -2.833 1.882 -1.332
H -2.593 -0.419 -0.786
H -1.177 -1.122 -2.703
H -0.494 -1.755 -1.218
H 1.050 -1.584 -3.712
H 2.121 -1.734 -2.246
H 2.347 -0.363 -3.314
H 1.836 -0.122 -0.358
H 1.912 1.303 -1.391
```

Atomic partial charges in e from the natural (NBO) method, atoms 1 to 2: -0.26 -0.47


--- Q ---
Density functional theory data (ωB97M-V with the def2-TZVPD basis set) for 2 unconnected molecules or ions with the total composition C10H16N2O3.

Properties
- E_HOMO: -0.2391 Ha
- Frontier orbital gap: 6.74 eV

Geometry as XYZ:
```
31
C10H16N2O3 ωB97M-V with the def2-TZVPD basis set
C 0.628 -3.201 -2.525
C 1.733 -2.413 -2.041
C -0.533 -3.275 -1.703
C 1.585 -1.739 -0.841
C -0.554 -2.804 -0.408
C 0.419 -1.932 0.016
C -1.688 1.675 -0.374
C -1.243 0.894 0.816
C -1.214 3.133 -0.151
C 0.215 0.822 0.931
N 2.153 0.927 2.148
N 0.737 1.022 2.135
O -1.979 3.823 0.769
O 0.932 0.985 -0.171
O 0.411 -1.472 1.187
H 0.561 -3.814 -3.411
H 2.562 -2.291 -2.695
H -1.211 -4.057 -1.881
H 2.364 -1.150 -0.474
H -1.499 -2.928 0.095
H -2.682 1.739 -0.595
H -1.096 1.504 -1.258
H -1.705 1.276 1.745
H -1.540 -0.146 0.828
H -0.237 3.180 0.341
H -1.275 3.615 -1.126
H 2.485 0.005 1.768
H 2.396 1.020 3.163
H 0.286 0.985 3.040
H -2.897 3.585 0.636
H 1.885 1.033 0.037
```

Atomic partial charges in e from the natural (NBO) method, atoms 1 to 2: -0.30 -0.20


Q: Which of them is the least stable? A: Q.


--- P ---
Density functional theory data (ωB97M-V with the def2-TZVPD basis set) for 2 unconnected molecules or ions with the total composition C6H10OS2.

Properties
- E_HOMO: -0.3065 Ha
- Frontier orbital gap: 7.54 eV

Geometry as XYZ:
```
19
C6H10OS2 ωB97M-V with the def2-TZVPD basis set
C -1.787 -0.609 -0.132
C -2.359 0.614 -0.144
C 1.287 0.195 0.945
C 2.432 0.689 0.523
C -2.369 1.596 -1.269
C 3.647 -0.201 0.627
O -2.474 -3.054 -0.949
S -3.224 0.914 1.310
S -1.447 -2.097 0.036
H 1.161 -0.921 1.167
H 0.349 0.788 1.176
H 2.625 1.594 -0.043
H -3.305 2.119 -1.201
H -2.165 1.119 -2.184
H -1.475 2.364 -1.101
H 3.375 -1.241 0.495
H 4.061 0.016 1.597
H 4.195 0.116 -0.262
H -2.527 -4.002 -0.590
```

Atomic partial charges in e from the natural (NBO) method, atoms 1 to 2: -0.35 -0.11


--- Q ---
Density functional theory data (ωB97M-V with the def2-TZVPD basis set) for a single C6H10OS2 molecule.

Properties
- E_HOMO (spin up / spin down): -0.2940 / -0.2841 Ha
- Frontier orbital gap (spin up / spin down): 7.97 / 6.79 eV

Geometry as XYZ:
```
19
C6H10OS2 ωB97M-V with the def2-TZVPD basis set
C -0.692 0.339 0.549
C -1.124 -0.158 -0.684
C 0.853 -0.027 1.034
C 2.051 -0.913 -0.880
C -0.783 1.830 0.620
C -1.361 -1.611 -0.774
O 1.898 1.889 -0.645
S 1.510 -1.649 0.559
S 2.334 0.684 0.054
H -1.095 -0.315 1.370
H -1.165 0.512 -1.536
H 0.940 -0.075 2.095
H 2.983 -1.391 -1.303
H -0.331 2.339 1.511
H -1.809 2.220 0.539
H -0.031 2.271 -0.239
H -1.887 -1.948 -1.629
H -1.844 -1.740 0.195
H -0.446 -2.257 -0.838
```

Atomic partial charges in e from the natural (NBO) method, atoms 1 to 2: -0.32 -0.06


Q: Which of them is the least stable? A: Q.